(1)
{"formula": "C4H13NO", "method": "wB97M-V/def2-TZVPD", "species": ["C", "C", "C", "O", "H", "H", "H", "H", "H", "H", "H", "H", "C", "N", "H", "H", "H", "H", "H"], "xyz": [[1.02, 1.44, -0.43], [1.26, -0.07, -0.27], [1.91, -0.38, 1.07], [0.02, 1.73, -1.39], [0.25, 1.29, -2.21], [0.64, 1.86, 0.50], [1.96, 1.95, -0.69], [0.30, -0.59, -0.32], [1.89, -0.43, -1.09], [2.88, 0.12, 1.17], [2.08, -1.45, 1.17], [1.28, -0.07, 1.89], [-2.33, -0.22, -0.04], [-1.73, -1.54, 0.17], [-2.23, -2.24, -0.38], [-1.81, -1.80, 1.14], [-3.39, -0.17, 0.24], [-2.22, 0.06, -1.08], [-1.78, 0.51, 0.56]], "lowdin_charge": [-0.2951, -0.2544, -0.1133, -0.0832, 0.0857, 0.1144, 0.1161, 0.0660, 0.1081, 0.0716, 0.0663, 0.0673, -0.1951, -0.0760, 0.0612, 0.0624, 0.0676, 0.0660, 0.0644], "spin_multiplicity": 1, "lumo_ev": 1.1, "smiles": "CCCO.CN", "orbital_gap_ev": 10.349}

(2)
{"formula": "C4H6N2O", "method": "wB97M-V/def2-TZVPD", "species": ["C", "C", "C", "C", "H", "H", "H", "H", "H", "H", "N", "N", "O"], "xyz": [[-2.16, -0.23, 0.33], [0.73, 1.03, -0.17], [1.98, 0.52, -0.01], [1.73, -0.87, -0.12], [-1.91, 0.46, 1.14], [-2.00, -1.28, 0.49], [-3.18, -0.01, 0.08], [0.42, 2.02, -0.20], [2.92, 0.94, 0.14], [2.49, -1.61, 0.11], [-0.11, 0.03, -0.52], [0.48, -1.19, -0.44], [-1.40, 0.20, -0.84]], "lowdin_charge": [-0.0247, -0.0719, -0.0590, -0.1703, 0.0945, 0.0770, 0.0795, 0.1067, 0.0768, 0.1005, -0.2391, 0.1094, -0.0795], "spin_multiplicity": 1, "lumo_ev": 1.1, "smiles": "COn1cccn1", "orbital_gap_ev": 10.404}

(3)
{"formula": "C12H40N8O8", "method": "wB97M-V/def2-TZVPD", "species": ["C", "O", "H", "H", "H", "H", "C", "O", "H", "H", "H", "H", "C", "O", "N", "N", "H", "H", "H", "H", "C", "O", "N", "N", "H", "H", "H", "H", "C", "O", "N", "N", "H", "H", "H", "H", "C", "O", "N", "N", "H", "H", "H", "H", "C", "C", "C", "O", "H", "H", "H", "H", "H", "H", "H", "H", "C", "C", "C", "O", "H", "H", "H", "H", "H", "H", "H", "H"], "xyz": [[0.15, 2.46, 3.64], [1.20, 2.12, 4.58], [0.04, 1.62, 2.91], [0.50, 3.28, 3.09], [-0.80, 2.61, 4.19], [1.00, 1.27, 5.02], [-0.96, 4.19, 1.01], [0.10, 3.40, 0.48], [-0.50, 4.94, 1.68], [-1.61, 3.62, 1.67], [-1.38, 4.75, 0.22], [0.82, 3.99, 0.29], [1.94, -0.23, -2.40], [3.00, -0.12, -3.27], [1.84, 0.45, -1.28], [0.98, -1.07, -2.56], [2.49, 1.17, -0.90], [0.90, 0.46, -0.79], [1.12, -1.55, -3.47], [0.10, -1.23, -2.01], [1.22, -1.86, 1.47], [0.98, -3.03, 2.18], [1.07, -0.68, 1.94], [1.37, -1.85, 0.20], [0.74, -0.64, 2.95], [1.85, -0.07, 1.67], [1.47, -1.03, -0.52], [1.35, -2.74, -0.33], [-0.13, -4.34, -1.14], [-1.33, -4.24, -1.84], [-0.15, -4.55, 0.17], [1.03, -4.08, -1.61], [-1.10, -4.59, 0.62], [0.52, -4.33, 0.84], [1.08, -3.62, -2.53], [1.97, -4.31, -1.28], [-1.33, 0.17, -0.67], [-2.35, 0.77, -1.33], [-0.42, 0.73, 0.13], [-1.07, -1.08, -0.81], [-0.47, 1.73, 0.26], [0.12, 0.25, 0.90], [-1.89, -1.67, -1.14], [-0.27, -1.56, -0.35], [-4.51, -2.94, 1.38], [-2.97, -3.13, 1.24], [-2.23, -2.19, 2.23], [-2.59, -4.25, 1.57], [-4.87, -1.94, 1.41], [-4.90, -3.42, 2.29], [-4.98, -3.50, 0.53], [-2.53, -2.94, 0.26], [-2.10, -1.17, 1.86], [-1.23, -2.49, 2.37], [-2.60, -2.14, 3.29], [-3.31, -4.71, 1.97], [0.90, 4.64, -3.03], [1.81, 3.74, -2.27], [2.88, 3.07, -3.15], [2.39, 4.29, -1.34], [1.31, 5.48, -3.56], [0.14, 5.01, -2.29], [0.60, 3.99, -3.79], [1.25, 2.86, -1.89], [3.59, 3.78, -3.59], [2.39, 2.48, -3.94], [3.53, 2.39, -2.55], [2.89, 3.59, -0.90]], "lowdin_charge": [-0.1386, -0.1376, 0.0578, 0.0419, 0.0997, 0.0830, -0.1081, -0.1636, 0.0900, 0.0860, 0.0736, 0.0654, -0.6354, -0.1178, 0.1212, 0.1570, 0.1431, 0.0498, 0.1512, 0.0794, -0.6189, -0.1094, 0.1329, 0.1398, 0.1707, 0.1624, 0.0971, 0.0772, -0.6231, -0.1281, 0.1867, 0.1312, 0.1065, 0.0437, 0.1291, 0.1534, -0.6035, -0.0711, 0.1317, 0.1224, 0.0639, 0.0647, 0.1586, 0.0797, -0.0075, -0.6051, -0.0371, 0.0040, 0.0689, 0.0821, 0.0987, 0.1067, 0.0610, 0.0143, 0.1020, 0.1224, -0.0103, -0.7132, -0.0384, 0.0294, 0.0816, 0.0980, 0.0640, 0.1170, 0.0884, 0.0827, 0.0715, 0.1232], "spin_multiplicity": 1, "lumo_ev": -0.3, "smiles": "NC(N)=O.NC(N)=O.NC(N)=O.NC(N)=O.CC(C)O.CC(C)O.CO.CO", "orbital_gap_ev": 9.170}

(4)
{"formula": "C3HCl2F3", "method": "wB97M-V/def2-TZVPD", "species": ["C", "C", "C", "F", "F", "F", "Cl", "Cl", "H"], "xyz": [[0.05, -0.54, 1.40], [-0.43, 0.13, 0.37], [0.37, 0.32, -1.03], [-0.48, -0.79, 2.55], [1.55, -0.31, -1.07], [0.62, 1.60, -1.22], [-2.03, 0.76, 0.14], [-0.69, -0.28, -2.30], [1.04, -0.90, 1.15]], "lowdin_charge": [-0.2042, -0.5896, -0.9692, 0.1080, 0.0558, 0.0724, 0.6800, 0.7181, 0.1288], "spin_multiplicity": 1, "lumo_ev": 0.6, "smiles": "F/C=C(\\Cl)C(F)(F)Cl", "orbital_gap_ev": 10.888}

(5)
{"formula": "C18H24N4O4", "method": "wB97M-V/def2-TZVPD", "species": ["C", "C", "C", "C", "N", "O", "C", "N", "N", "C", "O", "C", "C", "H", "C", "O", "N", "C", "H", "H", "C", "C", "H", "C", "H", "C", "H", "O", "H", "H", "H", "H", "C", "C", "C", "C", "H", "H", "H", "H", "H", "H", "H", "H", "H", "H", "H", "H", "H", "H"], "xyz": [[-7.29, -0.37, 0.56], [-5.92, -0.20, 0.03], [-4.96, 0.75, 0.23], [-3.87, 0.31, -0.58], [-4.18, -0.81, -1.19], [-5.43, -1.13, -0.82], [-2.60, 0.97, -0.73], [-1.62, 0.67, -1.51], [-0.65, 1.57, -1.29], [-1.08, 2.38, -0.37], [-2.32, 2.06, 0.03], [-0.33, 3.48, 0.28], [1.14, 3.04, 0.44], [1.64, 3.73, 1.12], [1.11, 1.66, 1.09], [0.51, 1.50, 2.14], [1.73, 0.64, 0.46], [1.61, -0.68, 1.04], [1.09, -0.56, 1.99], [2.61, -1.08, 1.22], [0.85, -1.65, 0.11], [0.09, -2.75, 0.88], [-0.81, -3.02, 0.33], [1.09, -3.90, 0.86], [1.83, -3.78, 1.65], [1.72, -3.72, -0.51], [1.11, -4.20, -1.29], [1.77, -2.32, -0.74], [2.74, -4.11, -0.58], [0.61, -4.88, 0.97], [-0.19, -2.43, 1.88], [0.16, -1.06, -0.52], [2.46, 0.72, -0.79], [3.87, 1.24, -0.58], [4.90, 0.99, -1.64], [4.98, 0.27, -0.33], [5.76, 0.54, 0.36], [4.74, -0.78, -0.33], [5.62, 1.77, -1.85], [4.60, 0.43, -2.51], [3.92, 2.19, -0.06], [1.91, 1.34, -1.51], [2.51, -0.28, -1.20], [1.64, 3.05, -0.52], [-0.39, 4.39, -0.32], [-0.78, 3.66, 1.25], [-5.00, 1.62, 0.85], [-8.00, -0.42, -0.27], [-7.54, 0.46, 1.20], [-7.36, -1.30, 1.12]], "lowdin_charge": [0.0000, -0.3082, 0.0536, -0.2128, 0.1282, 0.0196, -0.2640, 0.1256, 0.1157, -0.3297, 0.1623, -0.0835, -0.0810, 0.1287, -0.4714, 0.0464, -0.0339, -0.0675, 0.1195, 0.1392, -0.2900, -0.1220, 0.1189, -0.1536, 0.1132, -0.1968, 0.1221, -0.1276, 0.1199, 0.1105, 0.1145, 0.1377, -0.1309, -0.2698, -0.1136, -0.1148, 0.0966, 0.0966, 0.0956, 0.1020, 0.1319, 0.1114, 0.1212, 0.0988, 0.1272, 0.1280, 0.1181, 0.0902, 0.0871, 0.0903], "spin_multiplicity": 1, "lumo_ev": 0.6, "smiles": "Cc1cc(-c2nnc(CCC(=O)N(CC3CC3)C[C@@H]3CCCO3)o2)no1", "orbital_gap_ev": 9.441}

(6)
{"formula": "FHN6", "method": "wB97M-V/def2-TZVPD", "species": ["N", "N", "N", "N", "N", "N", "F", "H"], "xyz": [[0.87, -2.33, -0.54], [0.87, -2.08, -1.80], [0.31, -1.37, 0.17], [0.47, -0.99, -2.27], [0.54, -0.15, 0.18], [0.72, 0.18, -2.19], [-0.07, 1.00, -3.12], [-0.26, 0.31, 0.69]], "lowdin_charge": [0.0155, 0.0030, -0.1187, -0.0681, 0.1048, 0.0839, -0.1162, 0.0957], "spin_multiplicity": 1, "lumo_ev": -1.5, "smiles": "[H]/N=N/N=N\\N=N\\F", "orbital_gap_ev": 8.369}

(7)
{"formula": "C21H24F2N7ORuS3", "method": "wB97M-V/def2-TZVPD", "species": ["Ru", "N", "C", "S", "N", "N", "C", "C", "C", "C", "C", "C", "N", "H", "H", "H", "H", "H", "H", "H", "S", "C", "N", "C", "C", "C", "C", "C", "C", "S", "H", "H", "H", "H", "C", "N", "C", "C", "C", "N", "C", "C", "O", "H", "H", "H", "H", "H", "H", "H", "H", "H", "H", "H", "H", "F", "C", "F", "H"], "xyz": [[-1.26, 0.47, -0.25], [-5.08, -0.82, 2.28], [-3.93, -0.38, 1.68], [-3.84, -0.66, -0.06], [-3.05, 0.24, 2.38], [-1.95, 0.75, 1.85], [-1.18, 1.48, 2.67], [-0.04, 2.12, 2.19], [0.82, 2.91, 2.99], [1.91, 3.51, 2.44], [2.17, 3.33, 1.06], [1.28, 2.56, 0.33], [0.23, 1.97, 0.85], [-5.58, -1.56, 1.82], [-5.06, -0.83, 3.29], [-1.49, 1.57, 3.71], [0.58, 3.03, 4.04], [2.57, 4.12, 3.03], [3.02, 3.79, 0.59], [1.42, 2.43, -0.74], [-1.60, -2.42, -0.72], [-1.40, -1.63, -2.19], [-1.26, -0.33, -2.31], [-1.22, 0.07, -3.62], [-1.12, 1.38, -4.09], [-1.14, 1.60, -5.45], [-1.24, 0.55, -6.36], [-1.31, -0.76, -5.92], [-1.31, -0.99, -4.55], [-1.44, -2.51, -3.72], [-1.05, 2.19, -3.39], [-1.09, 2.62, -5.81], [-1.27, 0.76, -7.42], [-1.38, -1.58, -6.61], [3.31, -0.21, -0.34], [2.83, -1.15, 0.64], [3.82, -1.78, 1.49], [3.30, -3.14, 1.91], [1.98, -2.94, 2.63], [1.10, -2.08, 1.87], [-0.29, -2.16, 2.26], [1.50, -1.27, 0.86], [0.70, -0.67, 0.13], [4.07, -0.68, -0.97], [3.73, 0.68, 0.14], [2.47, 0.10, -0.96], [4.03, -1.15, 2.37], [4.75, -1.87, 0.92], [4.02, -3.64, 2.56], [3.15, -3.76, 1.02], [2.15, -2.50, 3.62], [1.47, -3.90, 2.77], [-0.72, -3.12, 1.97], [-0.86, -1.37, 1.76], [-0.38, -2.03, 3.34], [-3.15, 1.90, -1.87], [-2.35, 2.11, -0.79], [-1.38, 2.97, -1.24], [-2.95, 2.67, -0.04]], "lowdin_charge": [1.1231, 0.0657, -0.8330, 0.6172, -0.0328, -0.1032, -0.0747, -0.2456, -0.0141, -0.0616, -0.0467, -0.1432, 0.0388, 0.0807, 0.0920, 0.1224, 0.1119, 0.1092, 0.1031, 0.1206, 0.5415, -1.1518, -0.1126, -0.3052, -0.0234, -0.0904, -0.1038, -0.1036, -0.4743, 1.0152, 0.0908, 0.0992, 0.0972, 0.1029, -0.0331, -0.0859, -0.1605, -0.1452, -0.1621, -0.0690, -0.0817, -0.4618, -0.1267, 0.0933, 0.0875, 0.0812, 0.1307, 0.1231, 0.1162, 0.1259, 0.1285, 0.1275, 0.0785, 0.0155, 0.0965, -0.0462, -0.4811, -0.0718, 0.1091], "spin_multiplicity": 2, "lumo_ev": [-0.9, -0.9], "s_squared": 0.7624, "orbital_gap_ev": [5.642, 5.553]}

(8)
{"formula": "C2H3Ni", "method": "wB97M-V/def2-TZVPD", "species": ["C", "H", "C", "H", "H", "Ni"], "xyz": [[0.15, 0.15, -0.76], [0.46, 1.02, -1.35], [-0.40, 0.26, 0.45], [-0.71, 1.17, 0.99], [-0.38, -0.85, 1.23], [0.88, -1.75, -0.56]], "lowdin_charge": [-0.3301, 0.0156, -0.2278, 0.0357, 0.0800, 0.4267], "spin_multiplicity": 4, "lumo_ev": [0.7, -1.5], "s_squared": 3.7545, "orbital_gap_ev": [7.619, 8.729]}